No. 1
Molecular formula: C21H36P2Zr
Method: DFT, ωB97M-V/def2-TZVPD

Values from the calculation:
- HOMO energy (spin up / spin down) (eV) = -11.0 / -11.0
- net charge = +2
- energy above the lowest of the compared OMol25 structures with the same formula, charge and spin (kJ/mol) = 0.0
- Kohn-Sham gap (spin up / spin down) (eV) = 4.844 / 4.842
- LUMO level (spin up / spin down) (eV) = -6.2 / -6.2

Atoms and positions in Å:
P: 1.678 1.516 -1.475
P: 1.360 -2.203 0.896
C: 0.984 -0.212 -1.347
C: 0.455 -0.891 -0.045
H: 1.784 -0.793 -1.839
H: 0.127 -0.160 -2.040
H: 0.274 -0.105 0.723
H: -0.503 -1.391 -0.246
C: 1.797 -3.760 0.097
H: 2.738 -4.179 0.483
H: 1.882 -3.652 -0.989
H: 1.005 -4.490 0.311
C: 0.371 -2.700 2.323
H: -0.287 -3.528 2.029
H: -0.242 -1.874 2.693
H: 1.012 -3.060 3.142
C: 2.352 1.595 -3.140
H: 3.286 2.162 -3.167
H: 1.603 2.070 -3.780
H: 2.529 0.576 -3.502
C: 0.397 2.797 -1.353
H: -0.056 2.855 -0.348
H: -0.400 2.673 -2.093
H: 0.898 3.759 -1.539
Zr: -2.428 1.042 0.515
C: -3.934 -0.274 1.130
C: -3.083 -0.965 0.150
C: -3.602 -1.187 -1.257
C: -3.829 0.121 -2.011
C: -2.923 1.287 -1.597
C: -3.419 2.377 -0.823
C: -4.621 2.189 0.097
C: -4.972 0.777 0.703
C: 2.731 1.881 -0.069
H: -3.993 -0.621 2.164
H: -2.417 -1.754 0.525
H: -4.540 -1.763 -1.197
H: -2.924 -1.854 -1.815
H: -3.632 -0.080 -3.079
H: -4.896 0.381 -1.950
H: -2.133 1.473 -2.334
H: -3.057 3.403 -0.964
H: -5.509 2.440 -0.495
H: -4.602 2.938 0.896
H: -5.515 1.001 1.638
H: -5.715 0.322 0.030
H: 2.297 1.395 0.807
H: 2.772 2.961 0.134
H: 3.756 1.509 -0.179
C: 5.035 0.046 2.522
C: 5.134 -0.682 1.327
C: 4.049 -1.424 0.856
C: 2.830 -1.402 1.559
C: 2.718 -0.638 2.735
C: 3.820 0.065 3.223
H: 5.891 0.609 2.903
H: 6.073 -0.666 0.756
H: 4.127 -1.988 -0.082
H: 1.748 -0.568 3.236
H: 3.723 0.641 4.148

No. 2
Molecular formula: C11H25Cl6F3O4SSi2
Method: DFT, ωB97M-V/def2-TZVPD

Values from the calculation:
- HOMO energy (eV) = -10.0
- net charge = 0
- energy above the lowest of the compared OMol25 structures with the same formula, charge and spin (kJ/mol) = 547.6
- Kohn-Sham gap (eV) = 9.154
- LUMO level (eV) = -0.8

Atoms and positions in Å:
C: -1.826 3.508 0.003
C: -0.529 3.701 0.987
C: 0.406 2.325 1.127
O: 1.584 2.389 0.206
C: 2.677 2.997 0.983
Si: 4.264 3.182 -0.154
O: 5.641 2.649 0.798
Si: 7.037 2.265 -0.204
S: 8.013 4.008 -1.074
O: 8.920 3.519 -2.266
O: 6.986 5.002 -1.742
C: 8.988 5.036 0.161
F: 9.084 6.426 -0.412
F: 10.412 4.567 0.339
F: 8.322 5.140 1.513
H: -1.524 3.339 -1.124
H: -2.560 2.643 0.316
H: -2.449 4.509 0.031
H: -0.825 3.998 2.103
H: 0.194 4.535 0.596
H: -0.216 1.340 0.967
H: 0.818 2.330 2.236
H: 2.388 4.012 1.517
H: 2.981 2.256 1.867
H: 4.102 2.513 -1.437
H: 4.396 4.630 -0.412
H: 6.706 1.351 -1.327
H: 7.948 1.470 0.659
Cl: -1.807 -0.974 0.258
C: -0.456 -2.098 -0.029
C: 0.813 -1.376 -0.454
Cl: 0.667 -0.658 -2.078
H: -0.774 -2.828 -0.780
H: -0.282 -2.631 0.910
H: 1.647 -2.082 -0.495
H: 1.076 -0.577 0.247
Cl: -3.256 -2.815 -2.431
C: -4.924 -3.333 -2.085
C: -5.091 -3.815 -0.652
Cl: -4.231 -5.347 -0.354
H: -5.196 -4.111 -2.806
H: -5.568 -2.466 -2.262
H: -6.148 -4.001 -0.443
H: -4.725 -3.076 0.067
Cl: -8.431 -5.047 2.139
C: -8.394 -6.718 1.527
C: -7.466 -6.873 0.332
Cl: -8.087 -6.037 -1.113
H: -9.419 -7.014 1.283
H: -8.045 -7.349 2.351
H: -7.372 -7.930 0.069
H: -6.466 -6.483 0.545

No. 3
Molecular formula: C32H39F9N5O7P
Method: DFT, ωB97M-V/def2-TZVPD

Values from the calculation:
- HOMO energy (eV) = -7.4
- SMILES = C#CCCCc1nc2c([PH2]=N)cc(CCCCN)c(C=C)c2nc1N=C=O.CCOC(=O)C(F)(F)F.CCOC(=O)C(F)(F)F.CCOC(=O)C(F)(F)F
- net charge = 0
- Kohn-Sham gap (eV) = 5.821
- LUMO level (eV) = -1.6

Atoms and positions in Å:
C: -3.865 3.353 -2.450
C: -5.051 3.225 -3.024
C: -6.486 2.802 -3.649
C: -7.351 2.135 -2.425
C: -7.485 0.533 -2.577
C: -6.274 -0.286 -1.843
N: -5.204 -0.736 -2.702
C: -4.240 -1.437 -1.867
C: -2.936 -2.010 -2.624
P: -2.825 -1.751 -4.527
N: -1.863 -2.907 -5.142
C: -1.759 -2.763 -1.911
C: -1.880 -3.015 -0.354
C: -0.648 -3.797 0.373
C: 0.264 -2.695 1.172
C: 1.071 -1.695 0.187
C: 0.227 -0.375 -0.233
N: 0.898 0.930 0.105
C: -3.171 -2.514 0.455
C: -3.201 -2.871 2.006
C: -3.922 -2.164 3.050
C: -4.323 -1.708 -0.323
N: -5.449 -1.246 0.471
C: -6.424 -0.507 -0.290
N: -7.600 0.056 0.431
C: -8.551 -0.850 0.468
O: -9.563 -1.592 0.380
H: -2.866 3.213 -1.880
H: -7.016 3.740 -4.096
H: -6.338 2.047 -4.520
H: -6.816 2.420 -1.447
H: -8.409 2.620 -2.374
H: -7.528 0.305 -3.719
H: -8.484 0.137 -2.138
H: -2.242 -0.473 -4.821
H: -4.171 -1.851 -5.065
H: -2.410 -3.467 -5.827
H: -0.842 -3.134 -2.509
H: -1.054 -4.631 1.054
H: 0.008 -4.337 -0.429
H: 1.036 -3.228 1.847
H: -0.469 -2.144 1.880
H: 1.379 -2.251 -0.789
H: 2.010 -1.341 0.784
H: -0.833 -0.465 0.204
H: 0.115 -0.404 -1.393
H: 1.437 1.204 -0.740
H: 1.509 0.844 0.934
H: -2.576 -3.798 2.341
H: -3.664 -1.130 3.478
H: -4.894 -2.679 3.443
C: -2.790 5.439 1.663
C: -2.008 5.222 2.944
O: -0.771 4.543 2.675
C: 0.244 5.316 2.218
O: 0.158 6.506 2.027
C: 1.505 4.477 2.023
F: 1.260 3.308 1.387
F: 2.086 4.153 3.203
F: 2.450 5.111 1.295
H: -2.941 4.490 1.140
H: -3.765 5.884 1.875
H: -2.252 6.097 0.977
H: -2.580 4.581 3.618
H: -1.827 6.164 3.471
C: 7.612 -3.043 1.991
C: 6.167 -2.829 2.397
O: 5.280 -3.201 1.330
C: 5.020 -4.525 1.208
O: 5.487 -5.378 1.926
C: 4.030 -4.770 0.072
F: 4.340 -4.077 -1.049
F: 2.771 -4.401 0.409
F: 3.961 -6.068 -0.295
H: 7.833 -2.513 1.060
H: 8.290 -2.688 2.770
H: 7.819 -4.101 1.810
H: 5.997 -1.767 2.594
H: 5.920 -3.370 3.315
C: 5.938 2.581 -1.194
C: 7.382 2.120 -1.187
O: 7.895 2.074 0.154
C: 7.569 0.976 0.877
O: 6.885 0.068 0.459
C: 8.221 1.039 2.261
F: 8.085 2.251 2.847
F: 9.551 0.793 2.207
F: 7.704 0.141 3.131
H: 5.838 3.540 -0.677
H: 5.572 2.691 -2.218
H: 5.293 1.870 -0.672
H: 7.998 2.837 -1.736
H: 7.500 1.151 -1.681

No. 4
Molecular formula: C4H9N3O
Method: DFT, ωB97M-V/def2-TZVPD

Values from the calculation:
- HOMO energy (eV) = -8.8
- SMILES = C[C@H]1CN1/N=C\NO
- net charge = 0
- energy above the lowest of the compared OMol25 structures with the same formula, charge and spin (kJ/mol) = 469.1
- Kohn-Sham gap (eV) = 9.858
- LUMO level (eV) = 1.1

Atoms and positions in Å:
C: -2.368 -0.837 -0.142
C: -1.574 0.392 -0.421
C: -1.003 1.245 0.574
N: -0.142 0.407 -0.298
N: 0.402 -0.629 0.506
C: 1.650 -0.849 0.266
N: 2.438 -0.095 -0.638
O: 3.579 0.377 0.128
H: -3.412 -0.632 -0.303
H: -2.216 -1.172 0.910
H: -1.934 -1.595 -0.844
H: -1.920 0.928 -1.398
H: -0.939 2.339 0.361
H: -0.946 0.967 1.615
H: 2.157 -1.588 0.852
H: 1.922 0.769 -0.818
H: 4.304 -0.026 -0.352

No. 5
Molecular formula: C10H10N2O2
Method: DFT, ωB97M-V/def2-TZVPD

Values from the calculation:
- HOMO energy (eV) = -9.0
- SMILES = O=c1cc[nH]c(=O)[nH]1.c1ccccc1
- net charge = 0
- energy above the lowest of the compared OMol25 structures with the same formula, charge and spin (kJ/mol) = 363.3
- Kohn-Sham gap (eV) = 9.229
- LUMO level (eV) = 0.3

Atoms and positions in Å:
O: -1.982 -0.126 0.401
C: -1.433 -1.213 0.525
C: -1.982 -2.349 1.428
C: -1.619 -3.590 1.127
N: -0.633 -3.932 0.222
C: -0.003 -3.010 -0.502
O: 0.914 -3.130 -1.255
N: -0.405 -1.737 -0.191
H: -2.933 -2.207 1.828
H: -2.503 -4.424 1.327
H: -0.361 -4.979 -0.294
H: -0.053 -1.224 -1.023
C: 1.254 4.021 -0.661
C: 0.311 3.246 -1.240
C: 0.191 1.967 -0.987
C: 0.934 1.261 0.006
C: 1.972 1.944 0.504
C: 2.123 3.381 0.252
H: 1.358 5.132 -0.872
H: -0.568 3.769 -1.721
H: -0.621 1.623 -1.460
H: 0.605 0.327 0.474
H: 2.331 1.453 1.485
H: 3.101 3.795 0.628

No. 6
Molecular formula: C9H72N2O26
Method: DFT, ωB97M-V/def2-TZVPD

Values from the calculation:
- ⟨S²⟩ = 0.7505
- HOMO energy (spin up / spin down) (eV) = -1.0 / -3.9
- net charge = -1
- energy above the lowest of the compared OMol25 structures with the same formula, charge and spin (kJ/mol) = 89.8
- 2S+1 = 2
- Kohn-Sham gap (spin up / spin down) (eV) = 2.549 / 5.489
- LUMO level (spin up / spin down) (eV) = 1.6 / 1.6

Atoms and positions in Å:
N: 0.286 -6.067 1.495
H: 0.985 -5.525 1.983
H: 0.489 -6.986 1.860
H: 0.251 -6.121 0.487
H: -0.601 -5.681 1.787
C: -1.025 -1.837 1.025
C: -0.704 -1.606 -0.464
C: -1.946 -0.973 -1.138
C: -2.131 0.533 -0.864
C: -0.800 1.309 -1.191
C: 0.495 0.733 -0.561
N: 0.488 -0.751 -0.699
O: 1.787 -1.327 -0.296
C: 0.698 1.307 0.889
C: 1.499 1.496 -1.386
C: -0.557 -2.986 -1.084
H: -1.883 -2.464 1.268
H: -1.280 -0.882 1.485
H: -0.206 -2.270 1.598
H: -2.888 -1.441 -0.852
H: -1.831 -0.958 -2.221
H: -2.354 0.850 0.155
H: -2.897 1.004 -1.479
H: -1.057 2.325 -0.889
H: -0.797 1.476 -2.268
H: 0.570 2.389 0.906
H: 1.717 1.053 1.183
H: -0.058 0.943 1.586
H: 2.522 1.356 -1.037
H: 1.302 2.555 -1.557
H: 1.491 0.977 -2.345
H: -0.458 -2.896 -2.166
H: -1.475 -3.567 -1.003
H: 0.254 -3.610 -0.708
O: -4.051 -4.149 -0.004
H: -3.451 -3.551 0.442
H: -4.451 -3.618 -0.692
O: 1.732 5.543 -1.864
H: 1.740 6.477 -2.071
H: 0.831 5.364 -1.596
O: 5.606 1.586 -1.166
H: 5.279 1.850 -0.306
H: 6.557 1.550 -1.060
O: -4.237 -1.361 1.585
H: -3.661 -0.788 1.078
H: -3.900 -1.308 2.479
O: 3.846 -0.769 -2.169
H: 3.115 -0.930 -1.572
H: 4.226 0.055 -1.865
O: 1.815 4.128 -4.155
H: 2.601 3.674 -3.850
H: 1.535 4.652 -3.405
O: -0.604 -6.256 -1.034
H: -1.271 -6.757 -1.504
H: 0.074 -6.086 -1.688
O: 1.620 4.360 2.452
H: 2.336 4.105 3.034
H: 2.045 4.540 1.613
O: 0.974 -1.616 -3.387
H: 1.053 -1.391 -2.460
H: 1.001 -2.573 -3.404
O: -2.529 1.332 4.000
H: -1.963 1.972 3.569
H: -3.316 1.304 3.457
O: 3.182 -3.828 0.216
H: 4.117 -3.757 0.027
H: 2.805 -3.019 -0.131
O: 3.210 4.295 0.176
H: 3.147 3.346 0.070
H: 2.845 4.652 -0.633
O: -2.012 4.608 0.930
H: -2.861 4.520 1.362
H: -1.453 3.963 1.364
O: -4.607 1.902 2.391
H: -4.715 1.700 1.461
H: -5.298 1.402 2.826
O: -5.213 -1.997 -1.561
H: -4.580 -1.801 -2.251
H: -5.896 -1.335 -1.667
O: 2.650 -1.517 2.572
H: 1.870 -1.823 3.034
H: 2.338 -1.294 1.695
O: -1.063 4.780 -1.725
H: -1.717 4.610 -2.403
H: -1.522 4.614 -0.902
O: -1.958 -5.034 2.290
H: -2.265 -5.753 2.843
H: -2.506 -4.290 2.539
O: -2.856 1.030 -4.232
H: -2.955 1.771 -3.633
H: -1.915 0.857 -4.246
O: -3.988 -1.806 -4.108
H: -4.026 -0.850 -4.156
H: -4.891 -2.089 -4.252
O: 5.136 1.960 1.650
H: 4.447 1.351 1.915
H: 5.429 2.362 2.468
O: 0.761 -2.400 4.425
H: 0.027 -2.305 5.032
H: 0.648 -3.272 4.046
O: 3.750 0.532 3.862
H: 3.569 0.492 4.801
H: 3.136 -0.091 3.472
O: 4.077 3.073 -3.075
H: 4.529 2.599 -2.377
H: 4.298 2.593 -3.873
O: -0.935 3.558 3.154
H: -1.150 4.278 3.748
H: -0.025 3.717 2.903

| no. | M (g/mol) |
| --- | --- |
| 1 | 441.7 |
| 2 | 579.3 |
| 3 | 807.6 |
| 4 | 115.1 |
| 5 | 190.2 |
| 6 | 624.7 |